Record 1
Density functional theory data (ωB97M-V/def2-TZVPD) for a structure of composition C24H17IIrN4O4S in a non-equilibrium geometry.

As for the multiplicity: 5. The value obtained for the HOMO-LUMO gap (spin up / spin down) is 7.894 / 6.263 eV. The net charge is +1. Its highest occupied orbital energy (spin up / spin down) is -10.99 / -11.78 eV.

Last column: natural (NBO) charge in e.
Cartesian coordinates (Å):
Ir1 -0.21 0.77 1.04  1.16
O1 -1.09 2.19 -2.93  -0.53
C1 -1.01 1.76 -1.77  0.63
N1 0.04 1.35 -1.04  -0.77
C2 1.31 1.39 -1.63  0.63
O2 1.54 1.99 -2.64  -0.49
C3 2.26 0.45 -0.97  0.10
C4 3.51 0.31 -1.54  -0.19
C5 4.43 -0.45 -0.83  -0.14
C6 4.02 -1.12 0.33  -0.23
C7 2.74 -0.94 0.81  0.03
N2 1.89 -0.14 0.16  -0.46
C8 -2.35 1.49 -1.09  0.11
C9 -3.50 1.69 -1.73  -0.20
C10 -4.74 1.44 -1.09  -0.12
C11 -4.68 0.88 0.20  -0.23
C12 -3.43 0.79 0.82  0.05
N3 -2.31 1.05 0.13  -0.51
H1 3.78 0.86 -2.44  0.27
H2 5.50 -0.47 -1.13  0.24
H3 4.81 -1.68 0.91  0.25
H4 2.43 -1.41 1.71  0.21
H5 -3.56 2.08 -2.75  0.27
H6 -5.74 1.69 -1.44  0.24
H7 -5.59 0.73 0.78  0.24
H8 -3.39 0.58 1.87  0.22
O3 -1.46 -5.45 -3.16  -0.66
C13 -2.13 -5.31 -1.94  0.75
O4 -3.21 -5.76 -1.85  -0.51
C14 -1.62 -4.37 -0.87  -0.11
C15 -1.78 -4.56 0.50  -0.16
C16 -1.52 -3.57 1.38  -0.19
C17 -0.98 -2.33 0.98  -0.26
S1 -0.69 -1.09 2.13  0.15
C18 -0.78 -2.16 -0.42  -0.12
C19 -1.11 -3.16 -1.32  -0.22
H9 -0.53 -5.16 -2.96  0.48
H10 -2.14 -5.52 0.77  0.24
H11 -1.65 -3.74 2.41  0.23
H12 -0.41 -1.19 -0.74  0.21
H13 -1.11 -3.06 -2.37  0.23
I1 -0.97 4.33 0.98  0.21
C20 0.96 3.73 1.65  0.12
C21 1.89 4.77 1.88  -0.26
C22 3.15 4.32 2.36  -0.12
C23 3.42 3.01 2.61  -0.25
C24 2.42 2.09 2.33  0.07
N4 1.20 2.45 1.89  -0.58
H14 1.59 5.76 1.77  0.25
H15 3.95 5.00 2.66  0.24
H16 4.37 2.68 3.06  0.25
H17 2.46 0.99 2.53  0.22

=====

Record 2
Density functional theory data (ωB97M-V/def2-TZVPD) for the ion C4H4N3 with charge +1 in a non-equilibrium geometry.

The value obtained for the HOMO-LUMO gap (spin up / spin down) is 6.586 / 6.584 eV. The net charge is +1. Its highest occupied orbital energy (spin up / spin down) is -15.16 / -15.16 eV. As for the energy above the lowest of the compared OMol25 structures with the same formula, charge and spin: 111.7 kcal per mole.

Last column: natural (NBO) charge in e.
Cartesian coordinates (Å):
C1 2.21 0.00 0.13  0.36
C2 -1.13 -0.72 0.02  0.04
C3 -1.13 0.65 0.03  0.06
C4 0.19 -1.26 -0.19  0.08
N1 2.87 0.90 0.40  -0.17
N2 -0.64 1.64 -0.51  -0.40
N3 1.38 -0.89 -0.25  -0.29
H1 -1.92 -1.32 0.19  0.27
H2 -1.46 0.70 1.14  0.33
H3 0.06 -2.28 -0.70  0.27
H4 -0.45 2.59 -0.25  0.44

=====

Record 3
Density functional theory data (ωB97M-V/def2-TZVPD) for the molecule C4H8N2O3S in a non-equilibrium geometry.

The value obtained for the HOMO-LUMO gap is 9.082 eV. Its highest occupied orbital energy is -9.65 eV. As for the SMILES: N[C@H](CCSN=O)C(=O)O. As for the energy above the lowest of the compared OMol25 structures with the same formula, charge and spin: 47.5 kcal per mole.

Last column: natural (NBO) charge in e.
Cartesian coordinates (Å):
N1 0.27 -1.12 -0.86  -0.89
C1 0.24 -0.61 0.46  -0.17
C2 0.46 0.89 0.67  -0.44
C3 -0.87 1.62 0.44  -0.54
S1 -1.15 2.14 -1.28  0.30
N2 -2.02 0.63 -1.77  0.03
O1 -2.21 0.59 -2.94  -0.28
C4 1.41 -1.31 1.20  0.76
O2 1.79 -0.96 2.31  -0.60
O3 1.91 -2.36 0.57  -0.66
H1 0.57 -0.49 -1.64  0.40
H2 -0.69 -1.68 -1.11  0.40
H3 -0.73 -0.89 0.88  0.22
H4 1.36 1.30 0.07  0.22
H5 0.83 0.97 1.71  0.27
H6 -1.67 0.99 0.69  0.23
H7 -0.93 2.61 0.89  0.24
H8 1.43 -2.32 -0.29  0.50

=====

Record 4
Density functional theory data (ωB97M-V/def2-TZVPD) for a structure of composition C51H106GaO3 in a non-equilibrium geometry.

The value obtained for the HOMO-LUMO gap is 6.799 eV. The net charge is -1. Its highest occupied orbital energy is -4.65 eV.

Last column: Löwdin charge in e.
Cartesian coordinates (Å):
C1 0.14 -4.40 2.44  -0.10
O1 1.16 -3.52 2.00  -0.18
C2 1.06 -2.20 2.50  -0.25
C3 1.53 -1.19 1.46  -0.18
C4 1.43 0.23 1.99  -0.20
C5 -0.03 0.75 2.00  -0.21
C6 -0.25 1.63 0.77  -0.18
C7 -1.70 2.14 0.55  -0.18
C8 -2.72 1.72 1.63  -0.20
C9 -4.20 1.98 1.24  -0.22
C10 -4.79 0.92 0.32  -0.29
C11 -4.35 1.06 -1.17  -0.26
Ga1 -2.98 -0.31 -1.82  0.42
C12 -2.39 -1.57 -0.31  -0.17
C13 -3.38 -2.75 -0.24  -0.48
C14 -2.64 -4.00 -0.74  -0.04
O2 -3.80 -2.87 1.12  -0.13
C15 -4.97 -3.64 1.32  -0.16
C16 -4.59 -5.02 1.85  -0.22
C17 -4.02 -5.07 3.08  -0.04
C18 -3.62 -6.28 3.57  -0.10
C19 -3.81 -7.40 2.82  -0.12
C20 -4.40 -7.36 1.60  -0.09
C21 -4.80 -6.14 1.11  -0.06
O3 -1.38 0.51 -2.50  -0.28
C22 -0.82 -0.27 -3.52  -0.35
C23 0.65 -0.65 -3.26  -0.32
C24 0.77 -2.03 -2.59  -0.06
C25 1.41 -0.64 -4.61  -0.38
C26 2.91 -0.97 -4.45  -0.08
C27 0.71 -1.56 -5.65  -0.07
H1 0.57 -5.32 2.84  0.08
H2 -0.51 -4.65 1.60  0.07
H3 -0.50 -3.96 3.21  0.08
H4 1.72 -2.11 3.37  0.12
H5 0.04 -1.93 2.80  0.12
H6 0.90 -1.33 0.58  0.10
H7 2.55 -1.46 1.19  0.11
H8 1.83 0.20 3.01  0.10
H9 2.09 0.87 1.40  0.10
H10 -0.26 1.25 2.94  0.11
H11 -0.64 -0.14 1.86  0.08
H12 0.05 1.07 -0.12  0.10
H13 0.43 2.49 0.82  0.10
H14 -1.66 3.23 0.57  0.09
H15 -2.00 1.87 -0.46  0.06
H16 -2.53 2.34 2.51  0.10
H17 -2.66 0.67 1.90  0.09
H18 -4.75 1.91 2.19  0.09
H19 -4.38 2.98 0.85  0.10
H20 -4.64 -0.10 0.70  0.08
H21 -5.87 1.07 0.33  0.09
H22 -5.23 0.95 -1.80  0.03
H23 -3.96 2.07 -1.32  0.04
H24 -3.64 -1.25 -2.96  -0.02
H25 -2.39 -1.12 0.69  0.04
H26 -1.37 -1.91 -0.51  0.03
H27 -4.22 -2.57 -0.92  0.10
H28 -1.77 -4.17 -0.13  0.06
H29 -2.30 -3.75 -1.75  0.08
H30 -3.28 -4.87 -0.84  0.06
H31 -5.58 -3.71 0.41  0.12
H32 -5.54 -3.15 2.11  0.12
H33 -3.87 -4.16 3.64  0.12
H34 -3.16 -6.32 4.55  0.10
H35 -3.46 -8.36 3.21  0.10
H36 -4.55 -8.25 1.00  0.10
H37 -5.26 -6.02 0.14  0.11
H38 -0.85 0.33 -4.45  0.11
H39 -1.37 -1.20 -3.73  0.07
H40 1.13 0.06 -2.58  0.13
H41 0.06 -2.73 -3.05  0.07
H42 1.76 -2.48 -2.74  0.06
H43 0.60 -2.00 -1.52  0.05
H44 1.32 0.38 -4.98  0.12
H45 3.53 -0.22 -4.92  0.07
H46 3.11 -1.92 -4.96  0.06
H47 3.22 -1.12 -3.42  0.06
H48 0.12 -2.34 -5.17  0.07
H49 1.44 -2.03 -6.31  0.06
H50 0.04 -0.95 -6.25  0.07
C28 -1.51 9.54 0.64  -0.11
C29 -1.99 9.21 2.05  -0.27
C30 -1.31 7.98 2.66  -0.23
C31 -1.55 6.67 1.90  -0.23
C32 -3.01 6.27 1.74  -0.26
C33 -3.72 6.03 3.07  -0.11
H51 -1.72 8.73 -0.06  0.07
H52 -2.00 10.44 0.27  0.07
H53 -0.43 9.72 0.64  0.07
H54 -3.08 9.07 2.04  0.10
H55 -1.80 10.07 2.70  0.10
H56 -1.64 7.87 3.69  0.10
H57 -0.23 8.16 2.71  0.11
H58 -1.02 5.87 2.43  0.11
H59 -1.08 6.73 0.91  0.10
H60 -3.06 5.35 1.16  0.09
H61 -3.55 7.04 1.17  0.10
H62 -3.22 5.24 3.63  0.08
H63 -4.75 5.71 2.89  0.06
H64 -3.75 6.93 3.69  0.06
C34 4.70 -4.51 -1.43  -0.10
C35 5.38 -3.91 -2.66  -0.26
C36 5.13 -4.71 -3.93  -0.23
C37 5.66 -6.15 -3.91  -0.23
C38 7.16 -6.28 -3.66  -0.27
C39 8.02 -5.62 -4.73  -0.11
H65 5.08 -5.50 -1.20  0.06
H66 4.88 -3.88 -0.55  0.07
H67 3.62 -4.57 -1.57  0.08
H68 6.46 -3.81 -2.47  0.08
H69 5.01 -2.90 -2.81  0.09
H70 5.56 -4.17 -4.78  0.10
H71 4.05 -4.75 -4.12  0.11
H72 5.43 -6.62 -4.88  0.11
H73 5.12 -6.73 -3.16  0.10
H74 7.41 -7.35 -3.61  0.10
H75 7.42 -5.87 -2.67  0.10
H76 7.81 -6.05 -5.71  0.07
H77 9.08 -5.77 -4.51  0.06
H78 7.85 -4.54 -4.78  0.06
C40 8.57 -0.70 -3.75  -0.10
C41 9.05 -1.84 -2.86  -0.27
C42 10.22 -1.46 -1.96  -0.23
C43 11.50 -1.07 -2.71  -0.23
C44 12.04 -2.13 -3.66  -0.27
C45 12.44 -3.43 -2.96  -0.11
H79 9.35 -0.38 -4.45  0.06
H80 7.71 -1.01 -4.35  0.07
H81 8.28 0.16 -3.16  0.08
H82 9.30 -2.71 -3.48  0.09
H83 8.21 -2.15 -2.23  0.09
H84 10.43 -2.30 -1.29  0.10
H85 9.93 -0.63 -1.32  0.11
H86 12.27 -0.83 -1.97  0.11
H87 11.33 -0.15 -3.27  0.10
H88 12.92 -1.72 -4.17  0.10
H89 11.31 -2.35 -4.44  0.10
H90 13.21 -3.24 -2.20  0.07
H91 12.85 -4.14 -3.68  0.07
H92 11.59 -3.91 -2.48  0.06
C46 -6.91 4.11 4.98  -0.11
C47 -8.39 4.42 4.73  -0.27
C48 -8.60 5.65 3.86  -0.23
C49 -8.07 6.96 4.45  -0.23
C50 -8.64 7.33 5.82  -0.27
C51 -10.15 7.56 5.80  -0.12
H93 -6.42 4.91 5.52  0.07
H94 -6.81 3.20 5.58  0.07
H95 -6.39 3.95 4.04  0.07
H96 -8.91 4.53 5.69  0.10
H97 -8.85 3.56 4.23  0.10
H98 -9.67 5.75 3.64  0.10
H99 -8.12 5.49 2.89  0.11
H100 -8.29 7.77 3.74  0.11
H101 -6.98 6.91 4.52  0.09
H102 -8.16 8.25 6.16  0.10
H103 -8.40 6.56 6.55  0.10
H104 -10.42 8.35 5.10  0.07
H105 -10.51 7.85 6.79  0.07
H106 -10.69 6.65 5.51  0.06

=====

Record 5
Density functional theory data (ωB97M-V/def2-TZVPD) for a structure of composition C47H36GeN3O2PtS2 in a non-equilibrium geometry.

As for the multiplicity: 2. The value obtained for the HOMO-LUMO gap (spin up / spin down) is 7.621 / 6.897 eV. Its highest occupied orbital energy (spin up / spin down) is -7.74 / -7.78 eV. As for the energy above the lowest of the compared OMol25 structures with the same formula, charge and spin: 2.9 kcal per mole.

Last column: Löwdin spin population.
Cartesian coordinates (Å):
Pt1 -0.74 0.91 0.87  0.66
C1 5.58 -0.78 -3.01  0.00
C2 4.79 -0.42 -1.77  0.00
C3 4.00 0.72 -1.72  0.00
C4 3.24 1.02 -0.60  0.00
C5 3.28 0.16 0.49  0.00
C6 4.09 -0.97 0.48  0.00
C7 4.84 -1.25 -0.64  0.00
S1 2.16 0.45 1.81  0.01
O1 1.77 1.83 1.69  0.04
O2 2.77 -0.02 3.02  0.01
N1 0.82 -0.40 1.44  0.02
C8 0.51 -1.68 1.87  0.00
C9 1.38 -2.65 2.29  0.00
C10 0.92 -3.94 2.66  0.00
C11 -0.40 -4.26 2.63  0.00
C12 -1.34 -3.28 2.25  0.00
C13 -2.73 -3.48 2.29  -0.01
C14 -3.57 -2.46 2.00  0.01
C15 -3.04 -1.21 1.62  0.01
N2 -1.77 -1.00 1.53  0.14
C16 -0.89 -2.00 1.86  0.01
H1 5.39 -0.06 -3.81  0.00
H2 5.30 -1.77 -3.37  0.00
H3 6.65 -0.79 -2.81  0.00
H4 3.96 1.38 -2.58  0.00
H5 2.61 1.90 -0.57  0.00
H6 4.14 -1.61 1.36  0.00
H7 5.47 -2.14 -0.66  0.00
H8 2.43 -2.41 2.36  0.00
H9 1.63 -4.69 2.98  0.00
H10 -0.75 -5.25 2.92  0.00
H11 -3.12 -4.46 2.57  0.00
H12 -4.65 -2.60 2.05  0.00
H13 -3.67 -0.37 1.38  0.00
S2 -1.47 3.90 4.25  0.00
C17 -0.89 2.52 5.12  0.00
C18 -0.66 2.38 6.49  0.00
C19 -0.20 1.16 6.95  0.00
C20 0.02 0.10 6.06  0.00
C21 -0.23 0.24 4.70  0.00
C22 -0.69 1.47 4.23  0.00
N3 -1.00 1.79 2.90  0.01
C23 -1.40 3.01 2.77  0.00
C24 -1.85 3.50 1.47  0.02
C25 -2.31 4.81 1.31  0.00
C26 -2.83 5.22 0.10  0.01
C27 -2.90 4.30 -0.94  0.00
C28 -2.42 3.01 -0.79  0.02
C29 -1.85 2.56 0.40  0.01
H14 -0.83 3.21 7.17  0.00
H15 -0.01 1.03 8.00  0.00
H16 0.39 -0.84 6.43  0.00
H17 -0.04 -0.58 4.02  0.00
H18 -2.26 5.51 2.14  0.00
H19 -3.18 6.24 -0.04  0.00
H20 -3.33 4.60 -1.90  0.00
H21 -2.50 2.34 -1.63  0.00
C30 1.22 -4.29 -1.63  0.00
C31 2.00 -3.20 -1.28  0.00
C32 1.44 -1.92 -1.25  0.00
C33 0.10 -1.71 -1.57  0.00
C34 -0.67 -2.82 -1.94  0.00
C35 -0.12 -4.10 -1.96  0.00
Ge1 -0.64 0.11 -1.43  0.01
C36 0.50 1.18 -2.61  0.01
C37 0.68 2.55 -2.43  0.00
C38 1.46 3.29 -3.32  0.00
C39 2.07 2.67 -4.40  0.00
C40 1.91 1.30 -4.59  0.00
C41 1.13 0.56 -3.70  0.00
C42 -2.38 0.00 -2.36  0.00
C43 -3.45 -0.73 -1.84  0.00
C44 -4.67 -0.82 -2.50  0.00
C45 -4.84 -0.17 -3.72  0.00
C46 -3.78 0.55 -4.27  0.00
C47 -2.57 0.63 -3.59  0.00
H22 1.64 -5.29 -1.64  0.00
H23 3.05 -3.33 -1.03  0.00
H24 2.07 -1.08 -0.99  0.00
H25 -1.71 -2.69 -2.22  0.00
H26 -0.73 -4.95 -2.25  0.00
H27 0.22 3.05 -1.58  0.00
H28 1.59 4.36 -3.16  0.00
H29 2.66 3.25 -5.10  0.00
H30 2.39 0.80 -5.43  0.00
H31 1.02 -0.51 -3.84  0.00
H32 -3.33 -1.25 -0.89  0.00
H33 -5.48 -1.39 -2.08  0.00
H34 -5.78 -0.23 -4.25  0.00
H35 -3.90 1.05 -5.22  0.00
H36 -1.75 1.20 -4.04  0.00

=====

Record 6
Density functional theory data (ωB97M-V/def2-TZVPD) for a structure of composition H33O16 in a non-equilibrium geometry.

The value obtained for the HOMO-LUMO gap is 10.960 eV. The net charge is +1. Its highest occupied orbital energy is -13.61 eV. As for the energy above the lowest of the compared OMol25 structures with the same formula, charge and spin: 56.1 kcal per mole.

Last column: natural (NBO) charge in e.
Cartesian coordinates (Å):
O1 -2.47 -0.25 0.40  -1.01
H1 -2.66 0.49 -0.22  0.50
H2 -2.79 0.20 1.20  0.49
O2 0.04 -5.59 1.50  -0.97
H3 2.75 2.68 0.22  0.47
H4 2.92 -2.18 1.87  0.50
O3 2.97 1.75 0.09  -0.94
H5 -0.20 1.42 -4.25  0.45
H6 5.32 -3.08 0.85  0.49
O4 0.12 -0.81 0.34  -0.86
H7 -0.40 -0.31 0.99  0.53
H8 -0.08 3.78 1.13  0.48
O5 -0.59 0.94 -4.99  -0.92
H9 0.89 -5.94 1.21  0.50
H10 0.14 1.01 -5.57  0.47
O6 2.28 2.91 -2.63  -0.95
H11 2.49 3.24 -1.75  0.47
H12 4.89 -1.63 0.57  0.49
O7 -3.44 1.38 -1.64  -0.93
H13 -0.67 -1.54 -0.21  0.52
H14 -3.61 2.04 -0.95  0.46
O8 -2.04 -4.21 0.78  -1.03
H15 -0.67 3.85 -1.76  0.48
H16 -1.23 -4.77 0.95  0.51
O9 4.64 -2.43 1.03  -0.97
H17 0.76 -1.22 0.97  0.54
O10 2.48 -1.38 2.21  -0.99
H18 -2.92 2.70 1.93  0.50
H19 2.99 -1.17 3.00  0.50
O11 -2.14 2.47 1.43  -1.02
H20 -2.04 2.92 0.57  0.51
H21 -2.91 4.44 -1.35  0.49
O12 1.74 -4.40 3.20  -0.95
H22 2.09 1.39 -0.03  0.47
H23 -2.26 5.48 -0.47  0.49
O13 0.32 3.10 0.56  -0.96
H24 -0.21 2.41 0.98  0.48
H25 2.09 -4.23 4.09  0.48
O14 -2.58 4.57 -0.45  -0.97
H26 1.86 -3.51 2.84  0.47
H27 2.93 2.19 -2.58  0.48
O15 -0.75 3.00 -2.20  -0.99
H28 -2.67 1.85 -2.03  0.50
H29 0.11 2.89 -2.64  0.50
O16 -1.20 -2.31 -0.99  -0.83
H30 -1.64 -1.70 -1.56  0.51
H31 0.04 -5.37 2.43  0.51
H32 -2.72 -4.41 1.42  0.48
H33 -1.97 -2.66 -0.49  0.55